The following is a DFT calculation (ωB97M-V/def2-TZVPD) of a cluster of 2 separate species, C2H5N3S in total at a distorted geometry.

Computed properties:
2S+1: 3
E_LUMO (alpha / beta) in eV: 0.53 / -2.07
ΔE to the lowest compared entry with this formula, charge and spin in eV: 1.533

Positions of all 11 atoms, in Å:
S  4.123  0.456  -0.096
N  2.773  -1.130  1.525
N  3.326  -0.444  0.799
N  0.006  1.178  -1.415
C  0.423  0.349  -0.558
C  -0.154  0.025  0.793
H  -0.153  0.731  1.657
H  0.437  -0.854  1.022
H  -1.268  -0.259  0.417
H  -0.830  1.835  -1.296
H  1.131  -0.401  -0.954

---

The following is a DFT calculation (ωB97M-V/def2-TZVPD) of a cluster of 2 separate species, C2H5NO4 in total at a distorted geometry.

Computed properties:
2S+1: 1
E_LUMO (alpha / beta) in eV: 0.39 / 0.35
ΔE to the lowest compared entry with this formula, charge and spin in eV: 8.547

Positions of all 12 atoms, in Å:
O  0.566  1.577  1.609
O  0.201  1.924  -0.575
O  0.371  -2.214  -1.109
O  -2.217  -0.849  0.021
N  -0.456  1.714  0.614
C  0.232  -0.890  -0.578
C  -1.091  -0.546  -0.036
H  0.770  -0.155  -1.377
H  -0.051  1.336  2.374
H  1.098  1.689  -0.574
H  0.964  -0.855  0.381
H  -0.386  -2.731  -0.750

---

The following is a DFT calculation (ωB97M-V/def2-TZVPD) of a cluster of 3 separate species, C33H59ClF10N4O3S in total at a distorted geometry.

Computed properties:
2S+1: 1
E_LUMO in eV: -0.28
Structure (SMILES): C#CC[C@H](F)O[C@](CCCCl)([C@@](CC=C)(CC(N)(N)N)NCCC(F)(F)C(F)(F)C(F)(F)C(F)(F)F)S(C)(=O)=O.CCCCCC.CCCCCC

Positions of all 111 atoms, in Å:
Cl  3.771  7.559  1.217
S  4.350  1.768  1.417
F  -4.380  2.427  3.333
F  -1.936  5.108  4.203
F  -2.405  3.764  2.303
F  -3.840  6.302  2.352
F  4.098  3.914  5.344
F  -4.019  2.954  5.556
F  -5.313  4.586  1.653
F  -4.565  5.776  5.202
F  -6.098  6.425  2.806
F  -6.213  4.327  4.480
O  3.239  2.525  3.700
O  5.743  2.409  1.375
O  4.033  1.409  -0.019
N  0.022  -1.173  1.269
N  -1.231  0.829  1.713
N  -0.386  -0.566  3.547
N  0.474  3.146  2.656
C  4.467  2.941  4.285
C  1.009  -0.673  -2.350
C  0.166  2.831  4.065
C  -0.062  0.047  2.189
C  -3.168  -7.139  -7.029
C  5.312  2.641  7.932
C  -2.364  3.780  3.765
C  -1.435  2.612  4.385
C  -4.862  4.798  4.167
C  -3.915  3.491  4.223
C  -4.372  -5.011  -5.068
C  4.653  0.107  2.278
C  5.444  2.225  6.678
C  0.986  -3.225  -5.120
C  -4.475  -6.518  -4.886
C  -1.248  2.865  -0.797
C  1.147  2.505  0.365
C  -3.306  -7.282  -5.511
C  -4.397  -7.563  -7.838
C  -4.740  -9.037  -7.674
C  0.906  -2.180  -2.169
C  1.380  0.723  2.199
C  2.215  -2.800  -4.311
C  3.056  2.820  2.293
C  2.358  6.827  2.198
C  5.265  1.764  5.120
C  2.910  5.484  2.944
C  3.314  4.340  1.841
C  0.643  -4.699  -4.957
C  1.502  2.327  1.978
C  -0.174  3.374  0.073
C  2.076  -2.944  -2.792
C  -4.971  5.500  2.711
H  1.999  0.213  1.346
H  4.046  -0.010  3.245
H  -2.244  2.515  -0.319
H  1.577  6.495  1.417
H  0.810  1.998  4.558
H  -0.363  4.432  0.529
H  -1.800  1.548  4.163
H  -3.448  -4.628  -4.623
H  -4.391  -4.727  -6.122
H  2.179  5.111  3.750
H  2.456  -1.761  -4.560
H  3.903  5.788  3.477
H  0.430  3.790  4.686
H  -5.214  -4.514  -4.576
H  -2.090  0.548  2.214
H  2.011  2.978  -0.229
H  -1.126  2.810  -1.938
H  4.683  0.775  5.162
H  -0.204  0.107  4.308
H  -0.939  -1.584  1.203
H  1.982  -4.004  -2.533
H  3.077  -3.394  -4.637
H  -5.263  -6.951  -7.569
H  -2.306  -7.733  -7.356
H  4.987  3.230  8.879
H  4.492  -0.740  1.507
H  0.311  -1.332  3.700
H  1.932  -0.289  -1.904
H  -1.511  2.737  5.546
H  -3.400  -8.342  -5.251
H  0.593  4.161  2.575
H  -5.427  -6.873  -5.295
H  1.185  -3.029  -6.179
H  -0.045  -2.536  -2.579
H  5.775  0.028  2.594
H  -3.903  -9.669  -7.983
H  0.294  -0.820  0.314
H  1.481  -5.330  -5.265
H  -4.501  -6.740  -3.814
H  5.212  3.510  3.627
H  0.388  -4.943  -3.922
H  0.964  1.463  -0.130
H  -2.372  -6.943  -5.046
H  -1.403  0.549  0.720
H  -5.604  -9.293  -8.295
H  0.879  -2.401  -1.097
H  2.738  4.662  0.876
H  -4.199  -7.368  -8.897
H  -4.994  -9.281  -6.640
H  0.165  -0.177  -1.858
H  6.330  1.686  4.697
H  3.009  -2.604  -2.327
H  -2.927  -6.099  -7.278
H  1.959  7.563  2.985
H  -0.220  -4.955  -5.578
H  1.917  0.385  3.182
H  0.990  -0.389  -3.404
H  4.428  4.586  1.587
H  0.120  -2.613  -4.852